C8H18BiN2S2 as an isolated structure in a non-equilibrium geometry. Source: the OMol25 dataset; level of theory: wB97M-V/def2-TZVPD.

The geometry in XYZ format:
```
31
Properties=species:S:1:pos:R:3:forces:R:3
Bi -0.668337 -0.688074 0.387612 -2.4 0.0 0.5
C -4.321523 2.243930 0.955000 -1.0 0.7 0.6
C -2.969159 1.653179 0.640284 0.3 0.0 -2.9
S -2.391559 0.666145 1.880445 1.5 -1.8 0.3
C -2.346199 1.817496 -0.615755 -1.4 0.2 2.2
C -2.326956 3.224048 -1.142057 0.6 -0.4 0.1
S -1.556244 0.603882 -1.615417 0.7 -0.5 1.6
H -5.090463 1.400468 1.086984 1.3 1.0 0.0
H -4.706665 2.829744 0.111674 0.2 0.0 0.2
H -4.363096 2.901316 1.877416 0.1 -0.9 -0.9
H -1.412182 3.351232 -1.757328 -0.6 0.3 0.5
H -2.332770 3.859467 -0.245644 0.1 0.3 -0.8
H -3.181687 3.391692 -1.745780 -0.8 0.6 -0.8
N 1.301409 0.478984 0.359354 1.5 1.4 0.6
C 2.434339 -0.135299 1.183433 1.0 1.6 -0.1
C 2.547395 -1.621944 1.019812 -2.0 -1.4 -0.2
C 3.108282 -2.286432 -0.273596 1.1 0.4 0.4
C 1.983450 -3.153551 -0.896112 1.0 -0.4 0.7
N 0.793480 -2.341549 -1.171802 0.7 1.0 -1.3
H 1.520694 0.431024 -0.641972 0.1 0.2 0.3
H 1.230487 1.510730 0.585579 0.0 -1.5 -0.3
H 2.242868 0.107817 2.231221 -0.4 -0.1 -0.1
H 3.398586 0.430904 0.991156 -1.0 -0.7 -0.2
H 1.465786 -2.014184 1.041142 1.5 0.5 0.5
H 3.004424 -2.061962 1.909283 0.1 0.3 -0.1
H 3.982388 -2.939571 0.090908 -1.3 0.9 -1.1
H 3.530934 -1.479583 -0.959237 -0.5 -1.2 0.5
H 1.706528 -3.875339 -0.101680 0.0 0.2 -0.4
H 2.324010 -3.766554 -1.750296 -0.1 0.5 0.2
H 0.075191 -2.941898 -1.553851 -0.2 0.1 -0.3
H 1.016588 -1.596119 -1.880774 -0.3 -1.3 0.5
```
Forces are in eV/Å.

Properties
Frontier orbital gap, eV: 6.46
Net charge: +1
F_max, hartree/bohr: 0.0574
ΔE to the lowest compared entry with this formula, charge and spin, kcal/mol: 0.0
LUMO, Eh: -0.137

---

C8H18Br2ClLaNNbO3 as an isolated structure in a non-equilibrium geometry. Source: the OMol25 dataset; level of theory: wB97M-V/def2-TZVPD.

The geometry in XYZ format:
```
35
Properties=species:S:1:pos:R:3:forces:R:3
C 3.795487 1.492508 -0.164405 0.1 -0.2 -0.1
C 3.017942 0.202643 -0.355488 0.2 -0.1 0.1
C 2.686867 -0.393692 0.984705 0.2 0.1 0.2
O 1.636414 -1.396465 0.883087 -0.1 0.8 -0.4
C 0.734162 -1.456319 1.872516 -0.1 -1.8 -0.2
Nb -0.920134 0.028012 1.225848 0.0 1.6 1.3
Cl -2.354574 -1.047649 2.949266 0.1 0.3 -0.3
C -2.692012 1.324743 0.551805 -0.3 -0.2 -0.1
O -2.325652 2.657565 0.594345 -0.4 -0.1 0.4
N -1.453635 2.979283 -0.577807 0.3 -0.1 -0.9
O -1.851018 3.882011 -1.148983 0.1 0.1 0.4
C -1.520992 -1.536955 -0.389119 1.5 1.4 -0.4
Br -3.450256 -2.160746 0.185100 1.6 -1.1 -1.4
C -1.657586 -1.152789 -1.825813 -0.4 -1.2 -0.1
C -0.432603 -0.446820 -2.350148 0.0 0.3 0.1
Br -1.901580 -2.810171 -2.893164 -0.2 0.1 -0.1
H 3.221419 2.192513 0.430652 -0.1 0.3 0.1
H 4.748882 1.318280 0.318744 0.2 0.0 0.2
H 4.011642 1.929419 -1.128787 0.0 0.2 -0.2
H 2.111633 0.418763 -0.903915 -0.3 -0.1 -0.2
H 3.614540 -0.512692 -0.908973 0.0 -0.1 -0.3
H 3.555039 -0.896553 1.395494 0.2 -0.2 0.2
H 2.393088 0.383834 1.683988 -0.3 0.1 0.2
H 0.243527 -2.422862 1.819999 -0.1 -0.2 0.3
H 1.106727 -1.217516 2.864822 -0.3 0.5 0.3
H -0.412456 1.202261 2.511254 0.3 -0.1 -0.4
H 0.272513 0.848803 0.199264 -0.2 0.1 0.1
H -3.497052 1.205234 1.274156 -0.1 -0.3 0.4
H -3.048081 1.045873 -0.444409 0.1 -0.4 -0.3
H -0.930549 -2.441236 -0.284706 -0.4 -0.6 0.1
H -2.566148 -0.594289 -1.997268 -0.1 0.3 -0.2
H -0.406375 0.572312 -1.980008 0.1 0.2 0.1
H 0.473021 -0.951651 -2.041131 0.2 -0.2 0.0
H -0.475275 -0.411725 -3.429589 0.0 0.0 -0.2
La -5.726923 -1.833928 1.078668 -1.9 0.7 1.4
```
Forces are in eV/Å.

Properties
Frontier orbital gap, eV: 3.42
Net charge: +2
F_max, hartree/bohr: 0.0474
LUMO, Eh: -0.355

---

One molecule with the formula C8H18Br2Si2 in a non-equilibrium geometry. Source: the OMol25 dataset; level of theory: wB97M-V/def2-TZVPD.

The geometry in XYZ format:
```
30
Properties=species:S:1:pos:R:3:forces:R:3
C 0.635211 -2.877033 2.191145 -2.3 0.5 0.6
Si -0.149613 -2.019994 0.662410 -0.6 -2.1 1.0
C -1.969258 -1.674495 0.930335 0.0 0.9 -0.2
C -0.259845 -3.262337 -0.727964 3.0 0.0 -0.7
C 0.717592 -0.401436 0.327279 -0.1 -1.7 -2.2
Br 1.889314 0.119307 1.666141 0.0 1.2 1.1
C 0.644703 0.279128 -0.839985 0.8 -0.1 0.9
Br 0.879388 -0.592044 -2.526865 -0.7 0.2 -0.1
Si 0.362910 2.102336 -0.767395 -1.4 1.4 -1.6
C -0.692257 2.311503 0.747531 -1.4 0.3 0.0
C -0.615405 2.619498 -2.388742 1.1 0.2 1.4
C 1.954447 3.062181 -0.570589 0.2 -1.8 -1.2
H 0.383471 -2.461433 3.211621 -0.2 -0.4 -1.1
H 1.666312 -2.769220 2.162836 2.2 -0.1 -0.3
H 0.362600 -3.940948 2.141926 0.1 0.3 0.2
H -2.033570 -1.252659 1.911429 -0.4 0.5 0.8
H -2.599627 -2.563784 0.932030 0.2 -0.1 -0.2
H -2.385489 -0.924742 0.225649 0.2 -0.5 0.3
H 0.177035 -4.281616 -0.589651 -0.4 0.8 0.3
H 0.428258 -2.764936 -1.472817 -1.1 -1.0 0.3
H -1.246866 -3.355680 -1.106962 -0.8 0.1 -0.5
H -1.087401 1.361711 1.102066 0.2 -0.2 0.1
H -1.616523 2.942188 0.684021 1.0 -0.2 -0.3
H -0.054296 2.728829 1.495284 0.2 0.3 0.9
H -1.721460 2.581697 -2.305594 0.8 -0.7 -0.3
H -0.084462 1.978267 -3.143886 -1.1 1.1 0.1
H -0.403746 3.718471 -2.437399 0.2 -0.9 -0.5
H 2.366853 3.527930 -1.481327 -0.4 0.3 0.7
H 2.609802 2.205578 -0.367033 0.4 0.4 0.2
H 1.841921 3.603733 0.334508 0.4 1.1 0.5
```
Forces are in eV/Å.

Properties
Frontier orbital gap, eV: 7.77
F_max, hartree/bohr: 0.0595
SMILES: C[Si](C)(C)/C(Br)=C(\Br)[Si](C)(C)C
LUMO, Eh: -0.025